Entry 1:
Molecular formula: C6H8N3O2P3
Method: DFT, the ωB97M-V functional and the def2-TZVPD basis

XYZ file:
```
22
Properties=species:S:1:pos:R:3:forces:R:3
C 3.203 0.544 0.136 0.05 -1.02 2.46
C 2.825 -0.595 0.889 1.92 1.20 -1.39
C 2.227 1.246 -0.533 2.67 0.89 -0.34
C 1.561 -1.050 0.855 -1.66 -2.57 1.14
C 0.972 0.706 -0.624 -2.28 3.38 -1.76
C 0.624 -0.332 0.154 -0.14 -1.49 -0.62
N -4.862 -0.688 0.929 0.27 1.57 1.66
N -2.781 -1.755 -0.352 2.12 0.97 0.40
N -4.529 1.562 -0.275 0.34 0.39 -0.09
O -4.536 3.017 -0.269 0.36 -0.72 -3.42
O -0.630 -0.910 0.125 -0.70 0.38 -1.37
P -4.858 0.914 1.152 -0.19 0.47 0.13
P -4.571 -1.501 -0.388 -1.75 -2.11 -1.25
P -1.634 -0.921 -1.196 -1.05 -1.24 3.35
H 4.252 0.739 0.450 -0.80 1.05 -1.38
H 3.732 -0.979 1.302 -0.35 -1.28 0.93
H 2.575 2.199 -0.953 -0.84 -0.44 -0.31
H 1.148 -2.037 1.245 1.04 1.45 -0.03
H 0.199 1.300 -1.250 1.16 -1.19 1.19
H -2.509 -1.908 0.666 -0.14 0.27 -1.50
H -4.451 3.131 -1.305 -0.30 0.05 3.32
H -4.772 -2.750 0.341 0.30 0.00 -1.11
```
Forces are in eV/Å.

The HOMO energy (spin up / spin down) is -7.5 / -7.5 eV.


Entry 2:
Molecular formula: C4H10
Method: DFT, the ωB97M-V functional and the def2-TZVPD basis

XYZ file:
```
14
Properties=species:S:1:pos:R:3:forces:R:3
C 0.832 -1.934 1.430 1.28 0.46 0.42
C 0.818 -0.915 0.556 -2.35 -1.15 0.29
C 0.221 -1.217 -0.827 1.46 1.11 1.54
H 1.595 -1.981 2.207 -0.71 0.56 0.62
H 0.218 -2.822 1.390 0.29 -0.33 -0.86
H 0.957 0.100 0.921 1.16 -0.05 -0.53
H 0.023 -2.276 -0.769 -0.65 -0.14 -0.64
H -0.547 -0.526 -1.165 -0.22 -0.31 -0.07
H 1.130 -1.069 -1.411 -0.27 -0.15 -0.77
C -1.440 3.281 -0.792 0.85 -0.48 0.68
H -0.959 2.615 -1.510 -0.53 0.39 -0.64
H -0.613 3.422 -0.092 -0.33 0.16 0.42
H -2.256 2.745 -0.311 0.01 0.08 0.07
H -1.759 4.265 -1.115 0.00 -0.16 -0.53
```
Forces are in eV/Å.

As for the structure (SMILES): C=CC.C. The HOMO energy is -9.1 eV.


Respective ΔE to the lowest compared entry with this formula, charge and spin values: 107.6; 45.3 kcal/mol.